Record 1
A structure of composition C44H52CsN6O2P at a distorted geometry. Source: the Open Molecules 2025 dataset; level of theory: the ωB97M-V functional and the def2-TZVPD basis.

The geometry in XYZ format:
```
106
C44H52CsN6O2P (the ωB97M-V functional and the def2-TZVPD basis)
Cs 0.65 0.40 -0.36
C 1.19 4.34 1.64
N 0.30 3.99 0.55
C -0.91 3.37 1.09
C -1.95 3.14 0.03
C -2.99 4.05 -0.15
C -3.91 3.84 -1.16
C -3.75 2.73 -1.97
C -2.70 1.88 -1.71
N -1.83 2.06 -0.73
C 0.00 5.18 -0.23
C -0.47 4.99 -1.65
C -0.95 6.11 -2.33
C -1.32 5.99 -3.66
C -1.25 4.74 -4.26
C -0.77 3.68 -3.49
N -0.36 3.81 -2.24
C 1.80 3.20 2.41
C 2.37 3.49 3.65
C 3.05 2.49 4.33
C 3.10 1.23 3.76
C 2.47 1.03 2.55
N 1.84 1.99 1.88
H 0.69 5.01 2.36
H 2.03 4.90 1.21
H -1.35 4.01 1.88
H -0.61 2.42 1.53
H -3.09 4.90 0.51
H -4.73 4.53 -1.31
H -4.44 2.54 -2.78
H -2.54 1.00 -2.33
H 0.92 5.76 -0.33
H -0.73 5.83 0.29
H -1.00 7.07 -1.84
H -1.64 6.86 -4.21
H -1.55 4.58 -5.28
H -0.70 2.69 -3.91
H 2.30 4.48 4.07
H 3.51 2.70 5.28
H 3.62 0.42 4.24
H 2.45 0.05 2.09
C 2.49 2.24 -3.22
O 2.34 0.95 -2.70
C 2.77 -0.09 -3.49
C 3.08 0.04 -4.84
C 3.53 -1.04 -5.58
C 3.68 -2.28 -4.98
C 3.36 -2.42 -3.64
C 2.92 -1.35 -2.87
N 2.58 -1.49 -1.53
N 3.13 -2.53 -1.01
C 2.86 -3.04 0.19
C 1.87 -2.56 1.14
O 1.24 -1.48 1.01
C 1.61 -3.42 2.27
C 2.23 -4.60 2.46
C 3.24 -5.07 1.56
C 3.89 -6.30 1.75
C 4.86 -6.73 0.88
C 5.23 -5.91 -0.20
C 4.61 -4.70 -0.39
C 3.58 -4.25 0.46
H 3.53 2.45 -3.49
H 2.18 2.93 -2.43
H 1.86 2.41 -4.10
H 2.97 1.00 -5.33
H 3.76 -0.90 -6.63
H 4.03 -3.12 -5.55
H 3.46 -3.38 -3.15
H 0.87 -3.07 2.98
H 1.98 -5.24 3.30
H 3.59 -6.92 2.59
H 5.34 -7.68 1.02
H 5.99 -6.24 -0.88
H 4.90 -4.06 -1.21
C -3.99 -2.26 3.56
C -2.80 -1.39 3.14
C -1.53 -1.84 3.87
P -2.29 -1.12 1.34
C -3.90 -0.68 0.45
C -4.50 0.53 1.16
C -4.97 -1.73 0.20
C -1.80 -2.83 0.73
C -1.50 -2.68 -0.76
C -2.64 -4.08 0.99
H -4.04 -2.27 4.65
H -3.89 -3.28 3.22
H -4.93 -1.86 3.19
H -3.02 -0.36 3.47
H -1.36 -2.91 3.71
H -1.62 -1.67 4.94
H -0.67 -1.29 3.50
H -3.53 -0.33 -0.53
H -5.06 0.22 2.04
H -5.19 1.06 0.50
H -3.73 1.23 1.47
H -5.23 -2.27 1.10
H -4.65 -2.44 -0.56
H -5.87 -1.24 -0.17
H -0.84 -2.97 1.24
H -2.41 -2.47 -1.32
H -1.06 -3.60 -1.15
H -0.79 -1.87 -0.91
H -3.66 -3.97 0.65
H -2.64 -4.34 2.04
H -2.18 -4.91 0.45
```

Summary:
E   -69343.473 eV


Record 2
An isolated molecule of C3H4N2O2S at a distorted geometry. Source: the Open Molecules 2025 dataset; level of theory: the ωB97M-V functional and the def2-TZVPD basis.

The geometry in XYZ format:
```
12
C3H4N2O2S (the ωB97M-V functional and the def2-TZVPD basis)
C -0.63 -0.43 -0.14
C 1.95 -0.59 0.35
C -0.22 0.97 -0.06
H -3.64 -0.23 -0.05
H 1.89 -0.12 1.39
H 2.87 -1.09 0.17
H -1.18 1.61 -0.04
N -1.87 -0.84 -0.19
N 0.89 1.48 -0.37
O -2.73 0.20 -0.15
O 2.03 0.69 -0.51
S 0.65 -1.64 -0.39
```

Summary:
SMILES   O/N=C1\C=NOCS1
E   -21081.633 eV


Orbital gap values, unit eV, following the record order: 6.453 8.903.